The following is a DFT calculation (ωB97M-V with the def2-TZVPD basis set) of a molecular structure, C34H43Cl2N3O10S2SiTa at a distorted geometry.

Output
HOMO: -5.5 eV
Net charge: -1
E_LUMO: 1.78 eV
Relative energy (zero: lowest compared OMol25 entry of this formula, charge and spin): 16.64 kcal/mol
Frontier orbital gap: 7.322 eV

```
96
Properties=species:S:1:pos:R:3:forces:R:3:lowdin_charge:R:1
Ta 0.8590 0.0726 1.1765 -0.1 1.9 0.7 1.776
Cl -1.6094 -0.2948 8.0232 0.0 0.0 0.0 0.614
C -0.8007 0.0741 6.5161 0.0 0.0 0.1 -0.667
C -0.4249 1.3843 6.2455 0.0 0.0 0.1 -0.105
C 0.2205 1.6855 5.0646 0.0 -0.1 0.1 0.015
C 0.5014 0.6830 4.1290 0.0 -0.4 0.3 -0.330
O 1.1271 0.9986 3.0149 -0.3 0.3 -0.8 -0.273
C 0.1148 -0.6360 4.4237 -0.2 0.2 0.2 -0.119
C 0.3540 -1.7205 3.4335 0.4 -0.3 -0.2 -0.340
O 1.2373 -1.3753 2.4631 -0.5 -0.9 -0.3 -0.295
C -0.5412 -0.9325 5.6106 0.1 0.1 0.1 -0.052
H -0.6515 2.1648 6.9592 0.0 0.0 0.0 0.101
H 0.4927 2.7030 4.8235 0.0 0.0 0.0 0.122
H 0.6710 -2.6599 3.9075 -0.3 0.1 -0.1 0.165
H -0.8512 -1.9470 5.8241 0.0 0.0 0.0 0.120
N -3.2113 -3.2222 -6.3286 0.0 -0.1 -0.2 0.153
C -3.0355 -2.5978 -5.3829 0.1 0.2 0.2 -0.176
C -2.8156 -1.8107 -4.1937 -0.1 -0.2 -0.1 -0.228
C -3.1284 -2.3320 -2.9447 0.0 0.1 0.0 0.001
C -2.9130 -1.5295 -1.8352 0.0 -0.2 0.1 -0.111
N -2.4208 -0.2993 -1.9051 -0.1 0.2 0.0 0.107
C -2.1171 0.1778 -3.1035 0.1 -0.1 -0.2 -0.137
C -2.2952 -0.5280 -4.2842 0.0 0.0 0.1 -0.014
H -3.5261 -3.3302 -2.8353 0.0 0.0 0.0 0.119
H -3.1328 -1.8996 -0.8413 0.0 0.0 0.0 0.091
H -1.6849 1.1690 -3.1374 0.0 0.1 0.0 0.099
H -2.0259 -0.0975 -5.2367 0.0 0.0 0.0 0.119
O -0.9729 -2.1536 2.8007 -0.1 -0.3 0.4 -0.171
S -1.5883 -1.2070 1.7288 1.8 0.5 -0.9 0.494
O -1.2829 0.1701 2.1837 -0.6 -0.7 0.1 -0.305
O -0.6434 -1.3000 0.5314 -0.8 -0.7 0.3 -0.451
O -2.9052 -1.6515 1.4669 -0.3 0.2 0.2 -0.218
C 1.0579 -1.2847 -2.8890 0.0 0.0 -0.1 -0.109
C 2.3347 -0.6371 -2.3343 0.0 0.0 0.0 -0.616
C 3.4840 -0.9812 -3.2904 0.0 0.0 -0.1 -0.097
C 2.1173 0.8811 -2.4141 0.0 0.0 0.0 -0.115
Si 2.6208 -1.2652 -0.5185 -0.1 -0.1 0.2 0.817
C 2.4411 -3.2262 -0.5026 0.1 0.0 0.0 -0.594
C 2.9440 -3.7786 0.8427 0.0 0.0 0.1 -0.109
C 3.2534 -3.9198 -1.6064 0.0 -0.1 -0.1 -0.107
C 1.0042 -3.7521 -0.6479 0.0 0.0 -0.1 -0.103
C 4.4602 -0.8785 0.0341 0.0 0.1 -0.1 -0.606
C 4.5624 -0.8950 1.5677 0.0 0.1 0.0 -0.112
C 5.4906 -1.8799 -0.5136 0.1 0.0 0.1 -0.111
C 4.9648 0.4990 -0.4292 -0.1 0.0 -0.1 -0.111
H 0.7780 -0.7781 -3.8188 0.0 0.0 -0.1 0.079
H 0.2109 -1.2023 -2.2078 -0.1 0.0 0.1 0.060
H 1.1897 -2.3395 -3.1249 0.1 0.0 0.0 0.063
H 3.1945 -0.6913 -4.3067 0.0 0.0 -0.1 0.083
H 3.7258 -2.0413 -3.3164 0.0 0.0 0.0 0.054
H 4.4005 -0.4439 -3.0593 0.0 0.1 0.0 0.059
H 2.0304 1.1592 -3.4700 0.0 0.0 -0.1 0.082
H 2.9255 1.4637 -1.9827 0.1 0.0 0.1 0.060
H 1.2011 1.1894 -1.9147 -0.1 0.0 0.1 0.042
H 4.0141 -3.6553 0.9926 0.0 0.0 0.0 0.053
H 2.7403 -4.8534 0.8724 0.0 -0.1 0.0 0.080
H 2.4401 -3.3213 1.6911 -0.1 0.1 0.1 0.061
H 4.3141 -3.6784 -1.5995 -0.1 0.0 0.0 0.049
H 2.8704 -3.6974 -2.6007 -0.1 0.0 0.0 0.059
H 3.1686 -5.0033 -1.4728 0.0 -0.1 0.0 0.083
H 0.3163 -3.3168 0.0644 -0.1 0.1 0.2 0.052
H 1.0226 -4.8328 -0.4709 0.0 -0.1 0.0 0.079
H 0.5921 -3.6003 -1.6456 0.0 0.1 0.0 0.061
H 4.2942 -1.8527 2.0046 -0.1 -0.1 0.0 0.058
H 3.9370 -0.1368 2.0387 -0.1 0.1 0.0 0.055
H 5.5957 -0.6775 1.8595 0.1 0.0 0.0 0.081
H 5.3611 -2.8899 -0.1342 0.0 0.0 0.1 0.053
H 6.4900 -1.5517 -0.2097 0.1 0.0 0.0 0.082
H 5.4900 -1.9327 -1.6001 0.0 0.1 -0.1 0.065
H 4.3161 1.3256 -0.1613 -0.1 0.0 0.1 0.035
H 5.1248 0.5477 -1.5051 0.0 0.0 -0.1 0.061
H 5.9351 0.6757 0.0413 0.1 0.1 0.0 0.080
O 2.6521 3.9277 0.3805 0.1 -0.1 -0.1 -0.468
S 2.2514 2.8954 1.3170 0.2 0.3 0.1 0.864
N 2.1767 1.5053 0.7900 0.3 0.2 -0.8 -0.527
C -2.2833 6.9327 -0.0143 -0.1 0.0 0.0 -0.031
C -1.1282 6.3898 -0.7965 0.0 -0.1 -0.1 -0.193
C -0.0890 7.2005 -1.2148 0.0 0.0 0.0 -0.071
C 0.9913 6.6667 -1.8981 0.1 0.1 0.0 -0.661
Cl 2.2878 7.7293 -2.4001 0.0 -0.1 0.0 0.624
C 1.0682 5.3191 -2.1639 0.0 0.0 0.0 -0.105
C 0.0295 4.4897 -1.7636 -0.1 0.2 0.1 0.002
C -1.0670 5.0236 -1.0978 -0.1 -0.1 0.0 -0.221
O -2.1502 4.2868 -0.6980 0.2 0.0 0.1 -0.024
C -1.9784 2.8846 -0.6496 0.0 0.1 0.0 -0.085
C -0.8460 2.4536 0.2809 -0.1 -0.4 -0.2 -0.604
O -0.4981 3.1214 1.2325 0.0 0.1 0.0 0.043
O -0.3709 1.2822 -0.0431 0.5 -0.4 0.5 -0.210
H -2.0920 7.9629 0.2782 0.0 0.1 0.0 0.074
H -2.4539 6.3360 0.8794 0.0 0.0 0.1 0.086
H -3.2058 6.9043 -0.5951 0.0 0.0 0.0 0.084
H -0.1113 8.2577 -0.9895 0.0 0.1 0.0 0.107
H 1.9350 4.9055 -2.6570 0.0 0.0 0.0 0.109
H 0.1123 3.4305 -1.9450 0.0 -0.1 -0.1 0.105
H -1.8441 2.4574 -1.6459 0.1 0.1 0.1 0.094
H -2.9000 2.4653 -0.2392 0.0 0.1 0.0 0.149
```
Positions in Å, forces in eV/Å.